Here is one molecule with the formula C5H12N2S from the Open Molecules 2025 dataset. Energies are from ωB97M-V with the def2-TZVPD basis set.

Summary:
* structure (SMILES): C=CC[C@@H](C)[SH](=N)=N
* electronic energy: -705.2118 hartree
* energy above the lowest of the compared OMol25 structures with the same formula, charge and spin: 475.33 kJ/mol
* frontier orbital gap: 9.762 eV

CARTESIAN COORDINATES (ANGSTROEM)
1 C 2.908 0.937 -0.101
2 C 1.869 0.171 0.061
3 C 0.432 0.573 0.379
4 C -0.433 -0.251 -0.463
5 C -0.254 -1.731 -0.370
6 S -2.203 0.425 0.127
7 N -2.544 1.748 -0.623
8 N -3.271 -0.611 0.490
9 H 3.859 0.592 -0.393
10 H 2.805 1.945 -0.016
11 H 1.902 -0.903 0.018
12 H 0.425 0.293 1.485
13 H 0.222 1.587 0.347
14 H -0.423 0.150 -1.546
15 H 0.276 -2.144 -1.220
16 H -1.260 -2.153 -0.232
17 H 0.284 -2.010 0.621
18 H -2.017 0.464 1.650
19 H -1.785 2.013 -1.207
20 H -3.925 -0.804 -0.218

***

Here is one molecule with the formula C5H12N2S from the Open Molecules 2025 dataset. Energies are from ωB97M-V with the def2-TZVPD basis set.

Summary:
* structure (SMILES): C[C@@H]1CCCS1(=N)=N
* electronic energy: -705.2516 hartree
* energy above the lowest of the compared OMol25 structures with the same formula, charge and spin: 370.70 kJ/mol
* frontier orbital gap: 9.244 eV

CARTESIAN COORDINATES (ANGSTROEM)
1 C -1.084 0.874 -1.587
2 C -0.521 0.807 -0.225
3 C 0.964 1.167 -0.026
4 C 1.458 0.455 1.175
5 C 1.042 -1.034 1.143
6 S -0.548 -1.017 0.287
7 N -1.895 -1.184 1.119
8 N -0.217 -2.241 -0.937
9 H -2.195 0.518 -1.741
10 H -0.396 0.232 -2.278
11 H -1.041 1.838 -1.995
12 H -1.039 1.350 0.500
13 H 1.156 2.205 -0.037
14 H 1.481 0.826 -0.870
15 H 2.585 0.562 1.313
16 H 0.974 0.707 2.093
17 H 1.606 -1.720 0.545
18 H 1.003 -1.567 2.069
19 H -2.319 -0.277 1.016
20 H -1.013 -2.503 -1.563

***

Here is C5H12N2S as an isolated structure from the Open Molecules 2025 dataset. Energies are from ωB97M-V with the def2-TZVPD basis set.

Summary:
* electronic energy: -705.1772 hartree
* energy above the lowest of the compared OMol25 structures with the same formula, charge and spin: 566.09 kJ/mol
* frontier orbital gap: 9.209 eV

CARTESIAN COORDINATES (ANGSTROEM)
1 C -1.365 1.461 -0.612
2 C -0.443 0.312 -0.828
3 C -1.592 -1.114 0.804
4 C 1.371 -1.542 -0.599
5 C 2.334 0.813 0.999
6 H -2.420 0.992 -0.609
7 H -1.409 2.129 -1.474
8 H -1.189 2.137 0.381
9 H 0.624 0.681 -1.245
10 H -0.692 -0.433 -1.739
11 H -1.322 -1.630 1.648
12 H -2.739 -0.466 0.842
13 H -1.796 -1.845 -0.141
14 H 1.764 -2.462 -1.178
15 H 2.683 0.317 1.987
16 H 0.953 1.016 1.290
17 H 2.866 1.857 0.831
18 N -0.324 -0.432 0.332
19 N 0.206 -1.658 -0.249
20 S 2.491 -0.134 -0.439

***

Here is an isolated ion of composition C5H12N3 and charge +1 from the Open Molecules 2025 dataset. Energies are from ωB97M-V with the def2-TZVPD basis set.

Summary:
* electronic energy: -361.5719 hartree
* net charge: +1
* energy above the lowest of the compared OMol25 structures with the same formula, charge and spin: 515.24 kJ/mol
* frontier orbital gap (alpha / beta): 7.261 / 7.259 eV

CARTESIAN COORDINATES (ANGSTROEM)
1 C 0.344 0.425 0.849
2 C -0.999 0.654 0.779
3 C 1.151 -0.758 0.611
4 C 3.087 0.460 -0.463
5 C -2.821 0.389 -0.840
6 N -1.273 -1.507 0.079
7 N 2.384 -0.668 0.135
8 N -1.925 -0.275 0.263
9 H 0.940 1.339 1.148
10 H -1.476 1.476 1.250
11 H 0.850 -1.801 0.777
12 H 4.023 0.501 0.190
13 H 3.417 0.247 -1.426
14 H 2.507 1.454 -0.517
15 H -2.411 0.286 -1.809
16 H -3.829 0.024 -0.905
17 H -2.842 1.450 -0.527
18 H -1.459 -1.682 -0.866
19 H 2.937 -1.546 0.150
20 H -2.605 -0.469 1.123

***

Here is a 2-piece molecular cluster, C5H12N3 overall from the Open Molecules 2025 dataset. Energies are from ωB97M-V with the def2-TZVPD basis set.

Summary:
* electronic energy: -361.2127 hartree
* net charge: +2
* 2S+1: 2
* energy above the lowest of the compared OMol25 structures with the same formula, charge and spin: 101.57 kJ/mol
* frontier orbital gap (alpha / beta): 10.211 / 7.739 eV

CARTESIAN COORDINATES (ANGSTROEM)
1 C -1.387 -1.112 0.268
2 C -2.201 -0.285 -0.383
3 C -1.434 -2.706 2.098
4 N -2.024 -1.957 1.231
5 H -0.312 -1.095 0.362
6 H -3.283 -0.294 -0.186
7 H -1.833 0.473 -1.061
8 H -2.028 -3.170 2.882
9 H -0.359 -2.754 2.136
10 H -3.039 -2.008 1.200
11 C 2.777 2.382 -0.318
12 N 1.894 1.827 -1.333
13 C 0.868 0.991 -1.073
14 N 0.412 0.109 -1.934
15 H 3.146 3.355 -0.664
16 H 2.250 2.684 0.610
17 H 3.610 1.697 -0.140
18 H 2.391 1.463 -2.153
19 H 0.384 1.152 -0.110
20 H 0.170 -0.754 -1.432

***

Here is a 2-piece molecular cluster, C5H12N3O overall from the Open Molecules 2025 dataset. Energies are from ωB97M-V with the def2-TZVPD basis set.

Summary:
* electronic energy: -436.7290 hartree
* net charge: +1
* energy above the lowest of the compared OMol25 structures with the same formula, charge and spin: 787.02 kJ/mol
* frontier orbital gap (alpha / beta): 5.678 / 9.280 eV

CARTESIAN COORDINATES (ANGSTROEM)
1 C 0.917 -2.241 0.518
2 C -0.704 -0.850 -0.764
3 C 0.985 -2.256 1.968
4 C -1.095 2.391 0.797
5 C 0.930 1.481 -1.992
6 N 0.158 -1.636 -0.296
7 N -0.020 1.770 0.108
8 N -1.962 -1.034 -1.193
9 O 0.009 2.160 -1.150
10 H 1.651 -2.890 0.068
11 H 0.041 -1.923 2.305
12 H 1.206 -3.229 2.191
13 H 1.646 -1.340 2.310
14 H -1.966 2.677 0.017
15 H -1.389 1.752 1.494
16 H -0.724 3.221 1.270
17 H 1.266 2.301 -2.710
18 H 0.361 0.713 -2.569
19 H 1.612 0.723 -1.408
20 H -2.204 -1.988 -1.412
21 H -2.324 -0.388 -1.886

***

Here is an isolated ion of composition C5H12N3O and charge +1 from the Open Molecules 2025 dataset. Energies are from ωB97M-V with the def2-TZVPD basis set.

Summary:
* structure (SMILES): C=C(NN)[C@H](C)/[NH+]=C/O
* electronic energy: -436.8727 hartree
* net charge: +1
* energy above the lowest of the compared OMol25 structures with the same formula, charge and spin: 409.87 kJ/mol
* frontier orbital gap: 8.334 eV

CARTESIAN COORDINATES (ANGSTROEM)
1 C -2.188 -0.715 -1.259
2 C -1.123 -0.103 -0.696
3 N -1.237 1.271 -0.502
4 N -0.456 1.850 0.654
5 C 0.145 -0.754 -0.159
6 C -0.321 -1.154 1.307
7 N 1.345 0.063 -0.061
8 C 2.465 -0.332 -0.539
9 O 3.489 0.396 -0.370
10 H -3.100 -0.304 -1.477
11 H -2.037 -1.685 -1.587
12 H -2.145 1.547 -0.822
13 H -0.990 2.023 1.440
14 H -0.243 2.795 0.399
15 H 0.227 -1.692 -0.831
16 H -0.822 -0.486 1.939
17 H 0.653 -1.507 1.831
18 H -0.914 -2.157 1.233
19 H 1.051 0.929 0.414
20 H 2.730 -1.172 -1.073
21 H 3.472 1.187 0.160

***

Here is a 2-piece molecular cluster, C5H12N3O overall from the Open Molecules 2025 dataset. Energies are from ωB97M-V with the def2-TZVPD basis set.

Summary:
* electronic energy: -436.8199 hartree
* net charge: +1
* energy above the lowest of the compared OMol25 structures with the same formula, charge and spin: 548.48 kJ/mol
* frontier orbital gap: 9.660 eV

CARTESIAN COORDINATES (ANGSTROEM)
1 C -1.871 -0.016 -0.262
2 C 0.680 -0.164 0.471
3 C -2.973 -0.694 0.312
4 C 1.204 2.204 0.899
5 C 0.798 -1.399 -0.429
6 N -1.511 0.924 -0.868
7 N 1.328 0.920 0.252
8 N 2.207 -1.518 -0.741
9 O -0.789 1.728 -1.310
10 H -0.108 -0.168 1.310
11 H -3.661 0.058 0.461
12 H -2.754 -1.247 1.228
13 H -3.482 -1.410 -0.300
14 H 0.875 2.768 0.011
15 H 0.335 2.129 1.583
16 H 2.260 2.385 1.270
17 H 0.216 -1.083 -1.287
18 H 0.321 -2.246 0.056
19 H 2.023 0.988 -0.640
20 H 2.317 -1.882 -1.792
21 H 2.586 -2.275 -0.225

***

Here is C5H12N4 as an isolated structure from the Open Molecules 2025 dataset. Energies are from ωB97M-V with the def2-TZVPD basis set.

Summary:
* electronic energy: -416.5541 hartree
* energy above the lowest of the compared OMol25 structures with the same formula, charge and spin: 502.36 kJ/mol
* frontier orbital gap: 7.629 eV

CARTESIAN COORDINATES (ANGSTROEM)
1 C 0.160 -0.341 2.161
2 C 1.185 1.593 -0.374
3 N -0.058 -0.699 0.740
4 C 0.829 0.135 -0.533
5 N 1.687 -0.765 -0.869
6 H 0.435 -1.576 0.554
7 H 2.520 -0.397 -1.320
8 H -0.488 -0.953 2.785
9 H -0.100 0.706 2.309
10 H 1.191 -0.556 2.436
11 H 0.363 2.206 -0.006
12 H 1.469 1.991 -1.348
13 H 2.052 1.710 0.280
14 C -1.456 -0.808 0.274
15 C -0.656 0.148 -1.732
16 N -2.060 -1.915 0.063
17 N -1.473 1.056 -2.053
18 H -1.431 -2.678 -0.186
19 H -1.751 1.609 -1.235
20 H -2.041 0.035 0.633
21 H -0.376 -0.501 -2.579

***

Here is one molecule with the formula C5H12N4 from the Open Molecules 2025 dataset. Energies are from ωB97M-V with the def2-TZVPD basis set.

Summary:
* structure (SMILES): C/C(N)=C(\N)C=C(N)N
* electronic energy: -416.6028 hartree
* energy above the lowest of the compared OMol25 structures with the same formula, charge and spin: 374.52 kJ/mol
* frontier orbital gap (alpha / beta): 6.306 / 6.750 eV

CARTESIAN COORDINATES (ANGSTROEM)
1 C 0.632 -1.802 0.986
2 C 0.791 -0.796 -0.119
3 N 1.085 -1.345 -1.387
4 C 1.041 0.552 0.122
5 N 2.332 1.060 0.010
6 C -0.069 1.380 -0.224
7 C -1.328 0.809 -0.102
8 N -1.853 0.223 1.050
9 N -2.281 1.064 -1.055
10 H 0.663 -1.331 1.972
11 H -0.318 -2.336 0.883
12 H 1.425 -2.560 0.947
13 H 0.352 -1.996 -1.665
14 H 1.147 -0.587 -2.067
15 H 3.026 0.319 -0.026
16 H 2.544 1.760 0.711
17 H 0.091 2.214 -0.908
18 H -1.150 0.105 1.770
19 H -2.635 0.760 1.414
20 H -2.391 2.023 -1.354
21 H -3.106 0.484 -0.959

***

Here is an isolated ion of composition C5H12N4 and charge +2 from the Open Molecules 2025 dataset. Energies are from ωB97M-V with the def2-TZVPD basis set.

Summary:
* electronic energy: -415.7983 hartree
* net charge: +2
* 2S+1: 3
* energy above the lowest of the compared OMol25 structures with the same formula, charge and spin: 192.78 kJ/mol
* frontier orbital gap (alpha / beta): 8.529 / 6.233 eV

CARTESIAN COORDINATES (ANGSTROEM)
1 C -0.751 -0.335 -0.026
2 C -2.148 -0.798 -0.333
3 C -1.822 2.068 0.101
4 C 1.044 -2.190 -0.295
5 C 2.770 0.561 0.469
6 N 0.456 1.414 0.499
7 N -0.747 1.071 0.288
8 N 0.368 -0.984 -0.142
9 N 1.417 0.709 0.340
10 H -2.131 -1.846 -0.543
11 H -2.789 -0.348 0.373
12 H -2.433 -0.467 -1.352
13 H -2.260 2.338 1.061
14 H -1.445 3.071 -0.401
15 H -2.537 1.604 -0.499
16 H 1.585 -2.247 0.588
17 H 0.384 -3.046 -0.396
18 H 1.603 -2.160 -1.134
19 H 3.031 -0.186 1.214
20 H 3.224 0.202 -0.446
21 H 3.180 1.569 0.634

***

Here is one molecule with the formula C5H12N4O3 from the Open Molecules 2025 dataset. Energies are from ωB97M-V with the def2-TZVPD basis set.

Summary:
* structure (SMILES): NC(N)=NC(=O)NC[C@H](O)CO
* electronic energy: -642.4949 hartree
* energy above the lowest of the compared OMol25 structures with the same formula, charge and spin: 0.00 kJ/mol
* frontier orbital gap: 9.880 eV

CARTESIAN COORDINATES (ANGSTROEM)
1 N 1.098 -1.887 2.922
2 C 1.020 -0.637 2.329
3 N 1.964 0.218 2.832
4 N 0.211 -0.324 1.352
5 C -0.891 -1.102 1.127
6 O -1.318 -2.121 1.734
7 N -1.591 -0.652 0.034
8 C -1.278 0.579 -0.661
9 C -0.353 0.340 -1.897
10 O 1.046 0.281 -1.638
11 C -0.580 1.544 -2.789
12 O 0.242 1.551 -3.905
13 H 0.190 -2.396 2.665
14 H 1.327 -1.835 3.919
15 H 2.163 1.044 2.391
16 H 2.768 -0.296 3.266
17 H -2.470 -1.087 -0.155
18 H -0.738 1.344 -0.102
19 H -2.229 0.976 -1.006
20 H -0.600 -0.581 -2.478
21 H 1.067 -0.427 -0.965
22 H -0.593 2.464 -2.211
23 H -1.640 1.519 -3.161
24 H 1.183 1.484 -3.604